Density functional theory data (ωB97M-V/def2-TZVPD) for a cluster of 12 separate species, C10H44N2O12 in total in a non-equilibrium geometry.

Frontier orbital gap (eV): 9.344
SMILES: NC(N)=O.CC(C)O.CC(C)O.CC(C)O.O.O.O.O.O.O.O.O
Charge: 0
Electronic energy (eV): -38632.457
HOMO level (eV): -9.92
Relative energy (zero: lowest compared OMol25 entry of this formula, charge and spin) (kcal/mol): 37.0

Structure (XYZ):
```
68
Properties=species:S:1:pos:R:3:forces:R:3:mulliken_charge:R:1
N 12.4898 10.3666 6.0431 3.7 4.1 -1.6 -0.2702
C 11.6306 9.4925 6.3622 -2.2 -2.2 -0.6 0.5642
N 12.0246 8.6793 7.3269 -0.4 -2.1 2.1 -0.2416
O 10.5978 9.3930 5.7209 -1.3 -0.5 0.1 -0.8051
H 12.2470 10.8149 5.1712 0.7 0.3 0.2 0.2432
H 13.4237 10.3161 6.4244 -0.2 0.5 -0.5 0.1704
H 12.9267 8.7480 7.7760 -0.5 0.0 -0.1 0.1381
H 11.3112 8.0597 7.6836 0.4 -0.1 0.1 0.1875
C 10.3742 13.0558 13.0409 -0.8 -0.1 -1.2 -0.9671
C 9.9652 14.3201 13.7745 -0.1 -0.5 -0.9 0.5396
C 8.5594 14.3812 14.3528 -1.1 0.0 0.3 -1.2578
O 10.9166 14.3581 14.7630 1.2 0.7 2.4 -0.5759
H 9.7717 12.9482 12.1390 -0.2 -0.3 0.0 0.3875
H 10.2642 12.1654 13.6601 -0.2 0.1 0.1 0.1160
H 11.4082 13.0517 12.6961 0.1 0.4 0.3 0.2761
H 10.1082 15.2289 13.1900 -0.1 -0.1 -0.8 0.2249
H 8.0810 15.3523 14.2252 0.1 0.1 -0.5 0.3697
H 8.5239 14.2826 15.4377 0.5 -0.4 0.2 0.3325
H 7.8475 13.6415 13.9864 0.2 -0.1 -0.3 0.2209
H 10.6282 15.0538 15.3583 0.4 0.1 0.4 0.3090
C 14.5299 13.3729 9.9980 0.7 0.8 1.0 -1.5692
C 13.6961 12.4808 9.0821 -0.4 0.9 1.6 0.5376
C 12.5056 11.9874 9.8586 -2.0 0.6 0.7 -0.5673
O 13.2984 13.2964 7.9575 0.5 -1.3 0.2 -0.5431
H 15.5807 13.4548 9.7199 -0.1 0.1 -0.2 0.3375
H 14.5083 13.2683 11.0828 0.2 -1.9 0.2 0.3783
H 14.1264 14.3686 10.1823 -0.4 0.5 -1.6 0.4085
H 14.2383 11.5623 8.8575 0.5 0.3 -0.9 0.2141
H 11.5683 11.9162 9.3068 0.3 -0.4 -0.7 0.3039
H 12.1832 12.7136 10.6047 0.3 0.3 0.2 0.0163
H 12.6264 11.0716 10.4373 0.4 -0.1 -0.2 0.1548
H 13.8147 12.9434 7.2292 -0.2 0.3 -0.4 0.3155
C 9.2156 8.0656 12.3879 0.2 -0.9 -1.0 -1.2740
C 9.8182 9.1786 11.5170 1.0 -2.5 2.5 0.8357
C 10.0634 8.8181 10.1028 -0.4 0.0 -0.3 -0.5783
O 8.9353 10.1943 11.7207 -0.6 2.3 -0.8 -0.3012
H 8.4514 7.6118 11.7570 -0.1 -0.5 0.1 0.3465
H 8.6946 8.4206 13.2771 0.4 0.2 0.1 0.4043
H 9.9654 7.3247 12.6656 -0.4 -0.1 0.2 0.1217
H 10.8171 9.3790 11.9046 0.2 0.6 0.5 -0.2016
H 10.8316 9.5321 9.8059 -0.5 0.1 -1.0 -0.1419
H 9.0902 8.8091 9.6120 0.2 0.4 -0.7 0.5009
H 10.4685 7.8154 9.9665 0.1 0.0 0.4 0.2599
H 8.8588 10.2596 12.6754 -0.4 0.6 0.3 0.0662
O 8.6887 10.8270 7.0972 -0.5 0.5 0.3 -0.6517
H 8.8946 10.4691 7.9607 -0.1 0.0 0.2 0.2751
H 9.3767 10.4860 6.5257 0.2 -0.4 -0.4 0.4189
O 13.0206 7.8536 10.9484 -0.3 -0.1 -0.1 -0.4945
H 13.5137 7.1288 11.3329 0.2 -0.4 0.1 0.3008
H 13.3804 7.9474 10.0664 0.0 0.0 -0.2 0.1548
O 6.7882 11.6152 10.8262 -0.5 0.5 -0.2 -0.6572
H 7.6911 11.3847 11.0451 0.3 -0.3 0.0 0.4795
H 6.2677 10.8801 11.1501 0.0 -0.2 0.0 0.2605
O 13.8801 9.6921 12.6895 0.2 0.5 0.7 -0.6400
H 13.3909 9.0653 12.1566 -0.2 -0.1 -0.3 0.4111
H 14.6276 9.9384 12.1447 0.2 0.1 -0.1 0.2630
O 7.3194 5.8288 14.5675 0.2 -0.1 0.1 -0.6238
H 6.6300 6.1178 15.1654 -0.2 0.0 0.2 0.3070
H 7.1338 6.2867 13.7478 0.0 0.0 -0.3 0.3283
O 8.7669 4.6031 10.6983 -0.6 -0.1 -0.2 -0.6096
H 8.6346 3.7239 11.0530 -0.2 -0.2 0.0 0.3043
H 9.5589 4.9202 11.1325 0.5 0.3 0.0 0.4310
O 11.2215 5.5570 11.4713 0.3 -0.3 -0.1 -0.7289
H 11.5227 4.9973 12.1870 0.1 -0.3 0.3 0.3245
H 11.2177 6.4395 11.8421 0.0 0.4 -0.1 0.1700
O 8.1599 10.7662 14.6254 0.1 0.0 -0.4 -0.5525
H 8.8571 10.7085 15.2787 0.3 0.1 0.2 0.3109
H 7.4740 10.1853 14.9545 -0.3 -0.1 0.1 0.2312
```
Positions in Å, forces in eV/Å.